[1]
Molecular formula: C15H28AuN4O3V
Method: DFT, ωB97M-V/def2-TZVPD

Each line ends with the Mulliken charge.
Geometry (Å):
N: -1.61344 0.07865 1.36109  -0.24
C: -2.37174 0.45986 2.22793  0.75
O: -3.50555 1.06821 2.25968  -0.54
Au: -3.02165 1.55312 -0.08076  0.69
V: -0.12765 0.03487 0.15378  0.80
N: 0.30855 1.89698 -0.26224  0.66
N: -0.47096 -0.88413 -1.49151  0.61
C: 0.59154 2.99156 0.72445  1.03
C: -1.36474 -2.00079 -2.01296  0.89
C: -0.63142 3.91735 0.86696  -1.36
C: 1.82989 3.82194 0.33343  -1.71
C: 0.85322 2.32349 2.07171  -1.77
C: -1.66862 -1.82324 -3.51379  -1.64
C: -0.68747 -3.36812 -1.78438  -1.44
C: -2.68461 -1.96075 -1.24251  -1.42
H: -0.94723 4.32589 -0.09462  0.35
H: -0.41690 4.76734 1.53550  0.44
H: -1.47758 3.37001 1.30906  0.28
H: 2.68859 3.16389 0.15881  0.40
H: 2.09411 4.51375 1.14312  0.46
H: 1.66481 4.41943 -0.56849  0.43
H: 0.02518 1.67879 2.38212  0.40
H: 0.99119 3.07387 2.86340  0.52
H: 1.77008 1.71043 2.03753  0.33
H: -2.08190 -0.82571 -3.70437  0.40
H: -2.40958 -2.56346 -3.84269  0.44
H: -0.77893 -1.95122 -4.13496  0.42
H: 0.28993 -3.41757 -2.26347  0.39
H: -1.30206 -4.18627 -2.18633  0.49
H: -0.54451 -3.54613 -0.71022  0.27
H: -2.51226 -2.00989 -0.15977  0.29
H: -3.32535 -2.81440 -1.52912  0.44
H: -3.23289 -1.04649 -1.47046  0.20
C: 0.69151 -0.63280 -2.34179  -1.34
H: 1.34890 0.06618 -1.82220  0.47
H: 1.29349 -1.52616 -2.57541  0.36
H: 0.43184 -0.13741 -3.31344  0.43
C: 0.35101 2.38515 -1.66828  -1.21
H: 1.39480 2.56208 -2.03717  0.38
H: -0.08453 1.62000 -2.32226  0.31
H: -0.20548 3.31502 -1.84005  0.39
O: 1.73362 -2.61920 -0.08708  -0.51
C: 1.64480 -2.32861 1.09696  0.02
C: 2.26352 -3.03518 2.32867  -0.48
C: 1.84113 -2.26537 3.49323  -0.48
C: 0.98228 -1.08594 2.95163  -0.01
O: 0.41766 -0.22829 3.57315  -0.48
N: 0.90204 -1.16180 1.50680  0.66
H: 1.88594 -4.05715 2.31495  0.31
H: 3.34212 -3.01699 2.15564  0.31
H: 1.17353 -2.81111 4.15934  0.28
H: 2.66178 -1.81370 4.05138  0.32

Computed properties:
* HOMO-LUMO gap (spin up / spin down): 5.515 / 5.530 eV
* highest occupied orbital energy (spin up / spin down): -0.57724 / -0.57733 Eh
* total charge: +2
* strongest force on any atom: 8.0 eV Å⁻¹


[2]
Molecular formula: C4H12S
Method: DFT, ωB97M-V/def2-TZVPD

Each line ends with the Mulliken charge.
Geometry (Å):
C: 2.86113 1.72043 -1.11235  -0.73
S: 3.55660 0.33389 -0.19124  -0.09
C: 2.10368 -0.73638 -0.07690  -0.61
H: 2.81761 2.66744 -0.56865  0.29
H: 3.30027 1.95778 -2.07871  0.31
H: 1.80599 1.48675 -1.28154  0.19
H: 1.21674 -0.14225 0.11093  0.01
H: 2.19070 -1.48271 0.71431  0.34
H: 1.86674 -1.40354 -0.91428  0.32
C: -3.06683 -0.82056 1.27474  -0.90
C: -2.34667 -0.24792 0.05883  -0.64
H: -3.92558 -1.40835 0.94076  0.27
H: -2.43843 -1.47299 1.88142  0.29
H: -3.48536 -0.08306 1.96164  0.29
H: -2.07531 -1.02477 -0.65631  0.27
H: -1.40579 0.18751 0.40032  0.12
H: -2.97548 0.46873 -0.46297  0.30

Computed properties:
* SMILES: CSC.CC
* HOMO-LUMO gap: 9.501 eV
* highest occupied orbital energy: -0.31453 Eh
* total charge: 0
* strongest force on any atom: 1.2 eV Å⁻¹


[3]
Molecular formula: C24H43F5OP2SmTe
Method: DFT, ωB97M-V/def2-TZVPD

Each line ends with the Mulliken charge.
Geometry (Å):
Sm: -0.43504 -1.17097 3.06098  1.15
C: -2.84100 -1.57383 3.64182  1.08
C: -2.61550 -2.00305 2.29335  0.36
C: -1.29256 -3.31621 3.68999  0.26
C: -1.98738 -2.34800 4.49827  -0.05
C: -1.67687 -3.09392 2.32096  0.69
C: -3.93129 -0.67236 4.06568  -1.62
H: -4.08935 0.10756 3.32195  0.30
H: -3.68849 -0.19559 5.01059  0.47
H: -4.86482 -1.24448 4.17253  0.24
C: -1.73443 -2.01176 5.92366  -1.25
H: -2.67205 -1.81317 6.45509  0.36
H: -1.12724 -1.08762 6.01944  0.22
H: -1.19870 -2.82611 6.43219  0.34
C: -0.10335 -4.07243 4.16334  -1.07
H: -0.23391 -4.39732 5.20282  0.39
H: 0.82271 -3.46039 4.11092  0.22
H: 0.05056 -4.96758 3.54286  0.39
C: -1.17636 -3.81840 1.11034  -1.46
H: -1.71698 -4.77107 1.00726  0.33
H: -0.10156 -4.03337 1.17472  0.43
H: -1.36295 -3.23709 0.19693  0.31
C: -3.39006 -1.53229 1.10823  -1.05
H: -4.04694 -2.35623 0.77898  0.32
H: -2.73202 -1.24463 0.27108  -0.11
H: -4.01621 -0.67168 1.36865  0.42
C: -1.44232 2.71629 0.07088  -0.15
C: -2.70261 2.25678 0.03423  -0.92
C: -3.42776 1.56118 -1.08194  -0.55
C: -2.60069 1.08245 -2.29347  -1.08
C: -1.66723 -0.05672 -2.00212  -0.43
C: -0.39614 -0.02092 -1.57426  -0.35
C: 0.26271 1.05496 -0.76417  0.60
C: -0.34381 2.48259 -0.92317  -0.53
H: -4.19100 2.26803 -1.45398  0.48
H: -2.12863 1.92762 -2.81151  0.34
H: -3.99784 0.71441 -0.66038  0.16
H: -0.66492 2.68889 -1.95442  0.25
H: -1.13161 3.37312 0.89099  0.37
H: -3.35534 2.48437 0.89374  0.40
H: 0.44736 3.22350 -0.68079  0.44
H: 0.23526 0.78403 0.31614  -0.56
H: 0.16957 -0.96492 -1.59131  0.44
H: 1.34675 1.07896 -1.01026  -0.10
H: -3.33095 0.69161 -3.02236  0.50
H: -2.11455 -1.03824 -2.23103  0.44
P: 2.72758 1.44362 -2.96323  0.83
P: 4.48553 -0.83407 -3.49813  0.12
C: 3.99207 1.77646 -4.33068  -0.91
C: 5.12059 0.76231 -4.26715  -0.97
H: 4.36747 2.79871 -4.18585  0.45
H: 3.48471 1.72508 -5.30524  0.42
H: 5.50115 0.51621 -5.26836  0.55
H: 5.96271 1.12579 -3.66244  0.45
C: 6.11022 -1.67226 -3.72353  -1.15
H: 5.98989 -2.74174 -3.51394  0.38
H: 6.83380 -1.24977 -3.01619  0.36
H: 6.47728 -1.53213 -4.75147  0.31
C: 3.75405 -1.44031 -5.08913  -1.16
H: 4.41263 -1.19600 -5.93488  0.37
H: 2.76224 -1.01041 -5.26131  0.29
H: 3.65502 -2.52923 -5.01489  0.40
C: 3.23704 2.90813 -1.96011  -1.41
H: 2.59541 3.03061 -1.08125  0.34
H: 3.20257 3.80795 -2.58771  0.40
H: 4.26760 2.73778 -1.62093  0.38
C: 1.30439 2.09199 -3.95975  -0.96
H: 1.41716 1.73831 -4.98955  0.53
H: 1.30800 3.18727 -3.94168  0.29
H: 0.36179 1.69841 -3.57085  -0.09
F: -1.94280 3.94677 5.32616  -0.36
Te: -1.43078 2.36346 4.34991  2.19
F: -0.49385 3.39026 3.02305  -0.43
F: 0.20573 2.02471 5.31070  -0.46
F: -2.33248 1.30954 5.69783  -0.44
F: -3.06730 2.48574 3.36721  -0.40
O: -1.07391 0.84084 3.32999  -0.74

Computed properties:
* HOMO-LUMO gap (spin up / spin down): 4.412 / 4.444 eV
* 2S+1: 6
* highest occupied orbital energy (spin up / spin down): -0.34760 / -0.34760 Eh
* total charge: +1
* expectation value of S²: 8.783
* strongest force on any atom: 3.1 eV Å⁻¹


[4]
Molecular formula: C22H47Cl2EuNO2P2
Method: DFT, ωB97M-V/def2-TZVPD

Each line ends with the Mulliken charge.
Geometry (Å):
Eu: 0.55943 0.03947 0.23347  0.54
Cl: 1.75746 1.33301 -1.47051  -0.46
P: 1.37948 -1.87149 -0.91377  0.20
C: 3.18778 -1.71546 -1.43998  0.95
C: 1.30708 -3.55298 -0.10851  0.59
C: 0.49416 -1.95904 -2.56468  0.66
C: 4.06600 -0.96212 -0.44978  -1.57
H: 3.11113 -1.09508 -2.33368  0.52
C: 3.85954 -3.03368 -1.81529  -1.94
H: 4.18838 -3.57923 -0.93356  0.31
H: 4.74994 -2.82024 -2.40734  0.50
H: 3.23481 -3.69804 -2.40228  0.38
H: 3.94062 0.10946 -0.54447  0.27
H: 5.11227 -1.19626 -0.65217  0.49
H: 3.86072 -1.24265 0.58072  0.22
H: 0.81071 -1.00364 -2.98866  0.49
C: -1.02579 -1.92533 -2.44960  -0.88
C: 0.93174 -3.07045 -3.50605  -1.82
H: 1.90382 -2.88170 -3.95123  0.33
H: 0.21494 -3.15367 -4.32390  0.51
H: 0.96256 -4.03969 -3.00888  0.29
H: -1.35853 -1.57769 -1.47559  -0.60
H: -1.46845 -2.90061 -2.63176  0.23
H: -1.42701 -1.24315 -3.19908  0.57
C: 2.01927 -3.52044 1.23945  -1.48
H: 1.87518 -4.20371 -0.77365  0.47
C: -0.09581 -4.13313 0.01231  -1.54
H: 3.09661 -3.42414 1.13968  0.26
H: 1.82292 -4.44997 1.77513  0.51
H: 1.66365 -2.69742 1.84995  0.16
H: -0.80894 -3.40488 0.38187  0.23
H: -0.07745 -4.96573 0.71701  0.52
H: -0.45575 -4.52168 -0.93517  0.25
Cl: -0.56887 -1.18237 1.85076  -0.47
H: 2.04267 0.21762 0.88336  -0.36
P: -0.07495 2.15173 1.11609  0.27
C: -0.68399 3.36458 -0.19921  0.79
C: -1.38055 2.25969 2.44464  0.56
C: 1.48222 2.99163 1.73729  0.89
C: -1.46158 2.71821 -1.33823  -1.40
H: 0.25266 3.73014 -0.62151  0.64
C: -1.47305 4.55304 0.34403  -2.04
H: -2.50635 4.28492 0.55323  0.33
H: -1.49555 5.33732 -0.41313  0.50
H: -1.05435 4.98824 1.24500  0.37
H: -0.80385 2.19382 -2.02058  0.31
H: -1.97786 3.49635 -1.90272  0.38
H: -2.21391 2.01887 -0.98065  0.01
H: 2.04060 3.04935 0.80052  0.44
C: 2.29807 2.13845 2.70235  -1.52
C: 1.31904 4.40092 2.28550  -1.76
H: 1.11609 5.13160 1.50859  0.33
H: 2.24393 4.70512 2.77687  0.52
H: 0.52723 4.46215 3.03159  0.28
H: 1.93975 1.11422 2.75464  0.27
H: 2.29660 2.55010 3.70769  0.45
H: 3.33456 2.10931 2.36661  0.36
C: -2.67352 1.61041 1.96272  -1.29
H: -1.56535 3.32719 2.56703  0.69
C: -0.94792 1.71222 3.79826  -1.70
H: -3.26359 2.27243 1.33535  0.15
H: -3.28732 1.34367 2.82391  0.50
H: -2.47074 0.70595 1.39928  -0.11
H: -0.57315 0.69707 3.72882  0.18
H: -1.80760 1.70238 4.46953  0.55
H: -0.18615 2.33227 4.26025  0.31
O: -2.35128 0.66075 -2.71540  -0.68
C: -2.87247 0.13607 -1.74183  0.17
C: -4.29201 -0.28125 -1.85299  -0.88
C: -4.50692 -1.01906 -0.57567  -0.80
C: -3.17539 -0.93001 0.07946  0.41
O: -3.01263 -1.55679 1.10819  -0.67
N: -2.19832 -0.13280 -0.53080  0.86
H: -4.96062 0.59957 -1.96221  0.30
H: -4.40386 -0.97128 -2.71850  0.23
H: -5.28472 -0.54941 0.06442  0.26
H: -4.75749 -2.08304 -0.78254  0.24

Computed properties:
* HOMO-LUMO gap (spin up / spin down): 7.371 / 7.467 eV
* 2S+1: 7
* highest occupied orbital energy (spin up / spin down): -0.16728 / -0.17083 Eh
* total charge: -1
* expectation value of S²: 12.031
* strongest force on any atom: 7.3 eV Å⁻¹


[5]
Molecular formula: C17H17N5O2PdS2
Method: DFT, ωB97M-V/def2-TZVPD

Each line ends with the Mulliken charge.
Geometry (Å):
Pd: 0.75823 -1.76106 -1.13840  0.80
N: -2.47980 -0.58434 -0.13035  -0.33
C: -2.38929 -1.34886 -1.22587  0.54
N: -1.26544 -1.82786 -1.70976  -0.16
C: -1.48849 -2.61251 -2.83433  -0.12
C: -2.77227 -2.70630 -3.22908  -0.23
S: -3.78361 -1.80297 -2.15647  -0.21
C: -0.30318 -3.22623 -3.42410  -0.28
C: -0.22017 -4.05033 -4.48356  -0.23
S: 1.42605 -4.49511 -4.76592  -0.22
C: 1.92072 -3.52335 -3.41240  0.61
N: 0.91205 -2.92714 -2.81191  -0.25
N: 3.20632 -3.40425 -3.07693  -0.32
H: -1.66340 -0.60654 0.48666  0.19
H: -3.38573 -0.38428 0.25331  0.21
H: -3.17710 -3.24019 -4.07079  0.43
H: -1.01553 -4.41596 -5.10891  0.41
H: 3.89734 -3.95646 -3.55024  0.22
H: 3.47032 -2.91483 -2.22328  0.09
N: 3.78461 -1.91695 -0.43421  -0.67
C: 2.65198 -1.86983 -0.66048  -0.01
C: -0.57909 4.47015 4.45584  -1.44
C: -0.27904 3.45833 3.38395  0.54
C: 0.34782 2.25908 3.68715  -0.82
C: 0.63892 1.31279 2.70981  0.78
C: 1.34890 0.04742 3.11759  -1.53
C: 0.30117 1.59743 1.37984  0.88
C: -0.31370 2.81302 1.04371  0.72
C: -0.68049 3.16483 -0.37356  -1.47
C: -0.60415 3.71565 2.05813  -0.84
C: 0.58852 0.60365 0.29632  0.64
O: 1.02377 0.94254 -0.79706  -0.59
O: 0.27326 -0.63918 0.58432  -0.88
H: -0.49250 4.03156 5.44933  0.36
H: -1.58659 4.87333 4.34617  0.36
H: 0.11618 5.31052 4.40048  0.29
H: 0.62520 2.05034 4.71494  0.32
H: 1.78217 0.16877 4.11027  0.42
H: 2.14471 -0.21326 2.42103  0.32
H: 0.66452 -0.80026 3.13876  0.22
H: -1.17615 2.33650 -0.88019  0.23
H: 0.20984 3.39179 -0.95867  0.29
H: -1.34278 4.03065 -0.38398  0.38
H: -1.09411 4.64966 1.80285  0.35

Computed properties:
* HOMO-LUMO gap: 8.357 eV
* highest occupied orbital energy: -0.30720 Eh
* total charge: 0
* strongest force on any atom: 0.9 eV Å⁻¹